Record 1
Entry from OMol25: a structure of composition C34H80ClFGaO10 (ωB97M-V/def2-TZVPD).

Kohn-Sham gap   6.735 eV
Highest occupied orbital energy   -4.46 eV
Charge   -1
E_tot   -124638.482 eV
Max |F|   5.0 eV/Å

Each line ends with the Mulliken charge.
Positions of all 127 atoms, in Å:
C -0.50 1.11 3.74  -0.843
C -0.61 0.81 2.16  0.680
F 0.49 1.47 1.47  -0.294
C -0.68 -0.79 1.84  -0.605
Ga 0.26 -1.24 0.01  0.295
C -0.51 0.18 -1.33  0.054
C 0.15 0.10 -2.79  -0.057
C 1.38 1.15 -2.98  -0.021
Cl 1.76 1.36 -4.78  -0.320
C 2.28 -0.93 0.34  -0.245
C 3.27 -1.92 -0.46  0.061
C 2.75 -2.30 -1.95  -0.828
O 4.63 -1.41 -0.64  -0.408
C 5.18 -0.89 0.58  -0.294
C 5.16 0.73 0.63  0.500
C 4.89 1.41 -0.76  -0.379
C 4.79 2.97 -0.88  -0.550
C 4.99 3.76 0.46  -0.372
C 5.26 3.09 1.82  -0.226
C 5.35 1.53 1.94  -0.503
H -1.33 0.55 4.33  0.031
H 0.52 0.80 4.18  0.220
H -0.61 2.24 3.97  0.292
H -1.63 1.24 1.84  -0.125
H 0.02 -1.27 2.64  0.101
H -1.75 -1.17 1.89  0.254
H -0.12 -2.71 -0.52  -0.399
H -0.44 1.24 -0.89  0.311
H -1.63 -0.09 -1.46  -0.467
H -0.64 0.43 -3.56  -0.027
H 0.48 -0.97 -2.99  0.163
H 2.27 0.79 -2.37  -0.265
H 1.08 2.18 -2.58  0.430
H 2.55 -1.04 1.46  0.249
H 2.51 0.16 0.06  0.058
H 3.32 -2.90 0.12  0.127
H 2.75 -1.35 -2.59  0.065
H 1.77 -2.86 -1.94  0.105
H 3.55 -3.03 -2.36  0.416
H 4.71 -1.34 1.54  0.099
H 6.29 -1.22 0.61  0.369
H 4.71 0.84 -1.72  0.370
H 4.56 3.51 -1.87  0.325
H 4.90 4.90 0.40  0.260
H 5.37 3.69 2.78  0.196
H 5.52 0.97 2.92  0.402
C 4.66 -2.67 5.34  -1.079
C 5.70 -1.68 4.84  -0.334
O 5.09 -0.75 3.96  -0.377
H 4.21 -3.21 4.51  0.267
H 5.12 -3.40 6.02  0.359
H 3.86 -2.16 5.87  0.323
H 6.49 -2.20 4.30  0.306
H 6.15 -1.14 5.68  0.281
H 4.40 -0.29 4.45  0.212
C -2.49 -5.15 -2.41  -1.231
C -3.40 -3.96 -2.16  -0.192
O -2.63 -2.84 -1.75  -0.195
H -1.93 -5.40 -1.51  0.255
H -3.08 -6.02 -2.72  0.295
H -1.76 -4.92 -3.19  0.440
H -4.11 -4.19 -1.36  0.209
H -3.96 -3.69 -3.06  0.241
H -2.00 -2.64 -2.46  0.113
C -4.46 -2.37 5.90  -1.066
C -3.34 -1.37 6.15  -0.332
O -2.83 -0.88 4.92  -0.461
H -4.10 -3.20 5.29  0.266
H -4.86 -2.75 6.84  0.365
H -5.27 -1.89 5.34  0.328
H -2.52 -1.85 6.69  0.290
H -3.70 -0.53 6.75  0.274
H -3.56 -0.45 4.45  0.233
C -3.29 1.76 -6.27  -1.021
C -2.35 0.58 -6.41  -0.139
O -2.73 -0.46 -5.51  -0.438
H -3.28 2.14 -5.25  0.233
H -3.00 2.57 -6.95  0.359
H -4.31 1.46 -6.50  0.322
H -1.32 0.87 -6.16  0.162
H -2.36 0.18 -7.43  0.295
H -3.63 -0.72 -5.74  0.258
C 5.12 5.37 7.08  -1.047
C 5.57 4.23 6.18  -0.211
O 4.47 3.72 5.44  -0.448
H 4.35 5.03 7.77  0.260
H 5.96 5.76 7.66  0.329
H 4.69 6.18 6.49  0.336
H 5.98 3.41 6.78  0.276
H 6.34 4.57 5.48  0.251
H 4.11 4.45 4.91  0.262
C -2.39 4.39 0.39  -0.967
C -3.70 3.80 -0.11  0.036
O -4.61 3.65 0.98  -0.540
H -1.94 3.75 1.15  0.170
H -1.68 4.50 -0.44  0.281
H -2.56 5.37 0.85  0.415
H -3.53 2.81 -0.54  0.011
H -4.16 4.44 -0.87  0.311
H -4.76 4.52 1.35  0.290
C -4.79 -0.39 -1.69  -0.494
C -6.28 -0.66 -1.69  -0.545
O -6.54 -2.00 -1.28  -0.497
H -4.28 -1.08 -2.37  0.065
H -4.58 0.64 -2.01  0.285
H -4.37 -0.54 -0.70  0.269
H -6.70 -0.52 -2.69  0.299
H -6.80 0.02 -1.00  0.280
H -6.18 -2.11 -0.39  0.296
C -5.92 -8.42 -0.90  -1.034
C -5.43 -7.28 -0.03  -0.283
O -5.32 -6.09 -0.80  -0.394
H -5.23 -8.59 -1.73  0.256
H -6.01 -9.34 -0.32  0.340
H -6.90 -8.18 -1.33  0.327
H -4.45 -7.50 0.39  0.292
H -6.13 -7.09 0.80  0.247
H -6.19 -5.89 -1.16  0.241
C 3.56 5.57 -6.97  -0.949
C 2.37 4.82 -7.54  -0.206
O 2.52 3.43 -7.33  -0.461
H 4.49 5.23 -7.44  0.251
H 3.46 6.65 -7.13  0.323
H 3.66 5.38 -5.90  0.287
H 2.29 5.00 -8.62  0.271
H 1.44 5.15 -7.07  0.247
H 2.58 3.28 -6.38  0.244

Record 2
Entry from OMol25: a cluster of 7 separate species, C34H81B3FO18S in total (ωB97M-V/def2-TZVPD).

Kohn-Sham gap   7.564 eV
Highest occupied orbital energy   -5.48 eV
Charge   -1
E_tot   -89010.799 eV
Max |F|   7.4 eV/Å

Each line ends with the Mulliken charge.
Positions of all 138 atoms, in Å:
C -2.32 -3.24 3.04  -0.432
C -2.89 -1.95 3.84  -0.215
O -1.79 -1.02 3.98  -0.287
B -2.11 0.26 3.35  0.759
O -2.97 1.12 4.09  -0.671
C -1.47 0.50 1.88  -0.031
S 0.33 0.03 2.16  1.409
O 1.31 0.74 1.28  -0.705
O 0.44 -1.45 1.85  -0.628
F 0.81 0.35 3.76  -0.172
O -2.18 -0.53 1.13  -0.621
B -3.43 -0.05 0.45  2.104
O -4.68 -0.03 1.23  -0.870
C -5.47 -1.22 1.07  -0.346
C -6.55 -1.11 -0.11  0.095
C -7.01 0.40 -0.41  -0.980
O -5.99 -1.66 -1.33  -0.621
O -3.11 1.41 0.34  -1.308
C -1.85 1.77 0.98  0.668
C -0.96 2.18 -0.29  -1.247
C -0.54 0.98 -1.24  0.342
C -1.54 0.78 -2.50  0.422
O -2.10 1.73 -3.06  -0.607
O -1.74 -0.58 -2.93  -0.551
B -2.22 3.21 1.63  0.755
O -1.58 3.83 2.77  -0.599
O -3.28 3.95 0.97  -0.611
H -2.79 -4.22 3.41  0.399
H -2.43 -3.11 1.92  0.046
H -1.20 -3.25 3.26  -0.170
H -3.27 -2.34 4.84  0.442
H -3.78 -1.52 3.24  0.001
H -2.92 0.87 5.04  0.259
H -3.68 -0.55 -0.61  -0.466
H -6.07 -1.34 2.04  0.279
H -4.79 -2.14 0.98  0.081
H -7.49 -1.70 0.16  0.332
H -7.99 0.35 -1.02  0.336
H -6.28 0.99 -1.05  0.135
H -7.24 1.01 0.52  0.263
H -5.68 -0.93 -1.91  0.356
H 0.01 2.65 0.13  0.259
H -1.50 3.04 -0.81  0.423
H -0.46 0.02 -0.62  -0.177
H 0.50 1.17 -1.65  0.224
H -1.93 -1.04 -2.07  0.348
H -0.77 4.25 2.38  0.290
H -3.36 4.84 1.37  0.238
C 2.12 -5.05 4.30  -1.326
C 1.19 -4.29 5.23  0.147
O -0.09 -4.90 5.37  -0.260
C -0.11 -6.21 5.91  -0.415
C 0.49 -6.30 7.31  -1.008
H 1.67 -5.17 3.32  0.319
H 3.07 -4.52 4.20  0.399
H 2.34 -6.05 4.69  0.328
H 1.01 -3.29 4.80  0.174
H 1.64 -4.13 6.21  0.142
H 0.39 -6.90 5.22  0.327
H -1.16 -6.51 5.95  0.314
H 1.54 -6.02 7.32  0.237
H 0.41 -7.32 7.69  0.393
H -0.04 -5.63 7.99  0.267
C 1.73 -3.13 -4.15  -1.205
C 1.46 -1.64 -4.19  0.061
O 1.97 -0.94 -3.07  -0.245
C 3.37 -1.00 -2.87  -0.649
C 4.18 -0.44 -4.04  -0.844
H 1.32 -3.57 -3.24  0.330
H 1.27 -3.62 -5.01  0.352
H 2.80 -3.35 -4.17  0.288
H 0.37 -1.48 -4.18  0.195
H 1.83 -1.19 -5.12  0.122
H 3.68 -2.02 -2.64  0.327
H 3.59 -0.40 -1.98  0.341
H 4.01 -1.01 -4.96  0.159
H 5.25 -0.47 -3.81  0.457
H 3.89 0.60 -4.24  0.299
C 1.78 0.26 7.26  -1.152
C 1.48 -1.07 7.92  -0.263
O 2.51 -2.04 7.77  -0.337
C 3.78 -1.69 8.30  -0.370
C 3.77 -1.43 9.79  -1.081
H 1.97 0.11 6.19  0.297
H 0.94 0.94 7.37  0.400
H 2.66 0.74 7.69  0.322
H 0.58 -1.50 7.46  0.278
H 1.24 -0.94 8.99  0.301
H 4.20 -0.84 7.75  0.315
H 4.44 -2.54 8.09  0.324
H 3.13 -0.59 10.05  0.271
H 4.78 -1.21 10.15  0.383
H 3.39 -2.31 10.33  0.292
C -0.17 -0.97 -7.81  -1.160
C 0.97 -1.81 -8.36  -0.112
O 0.75 -3.21 -8.28  -0.419
C -0.38 -3.71 -8.98  -0.348
C -0.33 -3.44 -10.48  -1.006
H -0.37 -1.24 -6.77  0.296
H 0.08 0.09 -7.87  0.388
H -1.09 -1.13 -8.38  0.371
H 1.87 -1.61 -7.77  0.118
H 1.22 -1.53 -9.39  0.334
H -1.31 -3.31 -8.54  0.309
H -0.40 -4.79 -8.81  0.336
H -0.32 -2.38 -10.70  0.259
H -1.20 -3.88 -10.97  0.382
H 0.57 -3.88 -10.91  0.280
C 8.52 1.57 -7.88  -1.023
C 7.31 2.48 -7.77  -0.302
O 6.28 2.19 -8.71  -0.425
C 5.72 0.88 -8.63  -0.636
C 5.07 0.58 -7.29  -0.767
H 8.94 1.61 -8.89  0.289
H 9.29 1.87 -7.17  0.379
H 8.26 0.53 -7.68  0.265
H 7.63 3.51 -7.97  0.324
H 6.90 2.48 -6.75  0.289
H 6.47 0.13 -8.88  0.330
H 4.95 0.83 -9.41  0.336
H 5.79 0.61 -6.47  0.273
H 4.62 -0.41 -7.30  0.352
H 4.29 1.32 -7.06  0.317
C -4.76 9.84 2.37  -1.018
C -5.08 8.51 3.01  -0.377
O -4.06 7.53 2.83  -0.332
C -2.78 7.86 3.37  -0.171
C -2.80 8.09 4.87  -1.147
H -4.57 9.72 1.30  0.285
H -5.60 10.54 2.50  0.380
H -3.88 10.31 2.81  0.270
H -5.98 8.09 2.54  0.322
H -5.31 8.62 4.07  0.299
H -2.36 8.72 2.84  0.292
H -2.13 7.01 3.15  0.227
H -3.43 8.93 5.15  0.291
H -1.79 8.29 5.24  0.383
H -3.19 7.20 5.39  0.309

Record 3
Entry from OMol25: a cluster of 6 separate species, C34H82FN2 in total (ωB97M-V/def2-TZVPD).

Kohn-Sham gap   8.830 eV
Highest occupied orbital energy   -12.15 eV
Charge   +1
E_tot   -42280.254 eV
Max |F|   1.8 eV/Å

Each line ends with the Mulliken charge.
Positions of all 119 atoms, in Å:
C 0.32 0.01 -5.76  -1.283
C 0.01 -0.36 -4.30  0.296
F 0.62 -1.51 -3.98  -0.326
N 0.38 0.72 -3.34  -0.154
C 1.81 0.79 -2.89  -0.792
C 1.91 1.81 -1.74  0.325
N 2.74 2.97 -2.10  -0.763
H 1.14 -0.60 -6.11  0.341
H -0.55 -0.24 -6.36  0.384
H 0.55 1.07 -5.88  0.375
H -1.07 -0.52 -4.20  0.399
H 0.11 1.61 -3.77  0.362
H -0.18 0.60 -2.49  0.451
H 2.18 -0.19 -2.60  0.381
H 2.43 1.17 -3.70  0.456
H 0.89 2.18 -1.50  0.146
H 2.31 1.36 -0.84  -0.153
H 2.52 3.69 -1.42  0.279
H 2.41 3.33 -2.99  0.276
C -0.64 5.38 -1.45  -0.555
C -0.45 5.90 -0.03  -0.332
C -0.73 4.85 1.04  -0.653
C -2.16 4.30 1.04  -0.816
C -3.25 5.36 1.19  0.848
C -3.18 6.13 2.51  -1.353
H -1.66 5.06 -1.63  0.278
H -0.40 6.17 -2.18  0.375
H 0.03 4.53 -1.64  -0.273
H -1.10 6.77 0.12  0.167
H 0.57 6.26 0.09  0.394
H -0.50 5.28 2.02  0.359
H -0.03 4.01 0.91  0.236
H -2.24 3.58 1.86  0.429
H -2.33 3.74 0.12  0.266
H -4.22 4.86 1.13  0.406
H -3.22 6.06 0.36  -0.828
H -3.24 5.45 3.36  0.353
H -4.00 6.84 2.58  0.403
H -2.24 6.69 2.60  0.302
C 5.25 -4.24 1.71  -1.396
C 3.92 -3.73 2.27  0.025
C 2.93 -3.30 1.19  -0.700
C 3.39 -2.14 0.31  0.014
C 3.75 -0.86 1.06  -0.531
C 2.58 -0.25 1.82  -1.299
H 5.77 -3.46 1.16  0.351
H 5.90 -4.57 2.52  0.411
H 5.09 -5.09 1.04  0.311
H 4.10 -2.91 2.97  0.271
H 3.46 -4.53 2.86  -0.051
H 1.98 -3.04 1.67  0.358
H 2.72 -4.15 0.54  0.332
H 2.59 -1.92 -0.41  -0.210
H 4.25 -2.46 -0.28  0.368
H 4.12 -0.13 0.33  0.397
H 4.58 -1.04 1.74  0.380
H 1.75 -0.04 1.14  0.237
H 2.88 0.68 2.30  0.375
H 2.21 -0.91 2.60  0.404
C -5.44 8.43 -0.57  -1.032
C -5.39 9.07 -1.95  -0.457
C -4.68 8.21 -3.00  -0.962
C -3.21 7.92 -2.70  0.392
C -2.33 9.15 -2.53  -0.262
C -2.25 10.02 -3.77  -1.397
H -4.44 8.27 -0.16  0.146
H -5.98 9.06 0.13  0.421
H -5.94 7.46 -0.61  0.297
H -4.91 10.05 -1.89  0.254
H -6.41 9.26 -2.29  0.365
H -4.77 8.69 -3.98  0.373
H -5.22 7.26 -3.09  0.391
H -2.81 7.30 -3.51  0.432
H -3.14 7.30 -1.80  -0.619
H -1.32 8.81 -2.26  0.302
H -2.68 9.75 -1.68  0.297
H -1.86 9.45 -4.62  0.319
H -1.58 10.87 -3.61  0.407
H -3.22 10.42 -4.05  0.292
C -3.01 -7.26 -3.36  -1.205
C -2.01 -7.04 -2.24  -0.342
C -2.28 -5.79 -1.40  -0.780
C -2.22 -4.47 -2.18  -0.818
C -0.89 -4.21 -2.89  -0.004
C 0.30 -4.11 -1.94  -1.192
H -2.99 -6.44 -4.09  0.278
H -2.80 -8.18 -3.90  0.381
H -4.03 -7.33 -2.97  0.299
H -0.99 -7.01 -2.65  0.220
H -2.03 -7.91 -1.57  0.404
H -1.58 -5.76 -0.57  0.304
H -3.27 -5.88 -0.95  0.390
H -2.42 -3.65 -1.48  0.355
H -3.02 -4.44 -2.92  0.386
H -0.97 -3.28 -3.45  -0.152
H -0.69 -4.99 -3.63  0.324
H 0.16 -3.31 -1.20  0.268
H 1.22 -3.89 -2.49  0.449
H 0.46 -5.04 -1.39  0.431
C 1.57 -9.39 6.13  -1.231
C 1.28 -8.00 5.57  -0.602
C 2.45 -7.41 4.79  -0.259
C 3.73 -7.19 5.60  -0.661
C 3.56 -6.30 6.83  -0.449
C 3.12 -4.88 6.48  -1.043
H 2.39 -9.38 6.85  0.288
H 0.69 -9.78 6.65  0.386
H 1.83 -10.09 5.33  0.292
H 0.99 -7.33 6.38  0.256
H 0.42 -8.06 4.90  0.412
H 2.14 -6.46 4.34  0.034
H 2.69 -8.07 3.95  0.419
H 4.49 -6.76 4.95  0.321
H 4.13 -8.16 5.92  0.363
H 4.52 -6.25 7.36  0.363
H 2.85 -6.74 7.53  0.263
H 3.84 -4.41 5.81  0.192
H 3.05 -4.26 7.38  0.392
H 2.14 -4.87 6.00  0.262

Q: Which of these has the highest max |F|?
A: C34H81B3FO18S

Q: Number 2 is which compound?
A: C34H81B3FO18S